(1)
This record from OMol25 describes an isolated molecule of C20H26N2O2. The level of theory is ωB97M-V/def2-TZVPD.

Structure (XYZ):
```
50
Properties=species:S:1:pos:R:3:lowdin_charge:R:1
C 2.133 4.482 -0.016 -0.056
C 2.477 3.023 -0.020 -0.290
C 2.969 2.405 -1.164 -0.044
C 3.297 1.066 -1.163 -0.009
C 3.145 0.301 -0.007 -0.274
O 3.512 -1.015 -0.118 -0.053
C 3.116 -1.926 0.878 -0.148
C 1.591 -2.160 0.884 -0.352
O 1.226 -3.022 1.936 -0.019
C 1.122 -2.660 -0.503 -0.128
N -0.165 -2.185 -0.954 -0.164
C -0.196 -0.779 -1.306 -0.157
C -1.516 -0.474 -2.026 -0.140
N -2.643 -0.788 -1.174 -0.100
C -3.139 0.175 -0.305 -0.229
C -3.350 1.481 -0.765 -0.032
C -3.901 2.448 0.049 -0.097
C -4.274 2.149 1.349 -0.113
C -4.087 0.861 1.815 -0.096
C -3.528 -0.112 1.008 -0.034
C -2.580 -2.179 -0.785 -0.150
C -1.268 -2.518 -0.069 -0.161
C 2.665 0.911 1.145 -0.021
C 2.337 2.256 1.127 -0.039
H 2.993 5.068 0.311 0.082
H 1.856 4.818 -1.012 0.074
H 1.311 4.684 0.666 0.076
H 3.092 2.980 -2.070 0.112
H 3.678 0.585 -2.050 0.118
H 3.447 -1.612 1.876 0.129
H 3.629 -2.860 0.623 0.139
H 1.093 -1.213 1.112 0.130
H 1.599 -3.895 1.771 0.097
H 1.082 -3.756 -0.485 0.131
H 1.860 -2.356 -1.250 0.125
H 0.646 -0.564 -1.967 0.124
H -0.120 -0.115 -0.425 0.130
H -1.531 0.573 -2.320 0.107
H -1.584 -1.096 -2.924 0.127
H -3.100 1.739 -1.783 0.102
H -4.050 3.445 -0.340 0.100
H -4.706 2.907 1.985 0.095
H -4.372 0.605 2.826 0.101
H -3.388 -1.099 1.421 0.095
H -3.441 -2.437 -0.170 0.116
H -2.629 -2.770 -1.707 0.125
H -1.228 -3.588 0.147 0.127
H -1.212 -1.970 0.885 0.121
H 2.545 0.358 2.063 0.111
H 1.962 2.714 2.031 0.114
```

Computed properties:
DFT total energy (Eh): -1037.676152
Multiplicity: 1
SMILES string: Cc1ccc(OC[C@H](O)CN2CCN(c3ccccc3)CC2)cc1
Energy above the lowest of the compared OMol25 structures with the same formula, charge and spin (kcal/mol): 51.11
E_HOMO (eV): -7.46
Orbital gap (eV): 8.180
LUMO energy (eV): 0.72
Charge: 0



(2)
This record from OMol25 describes a structure of composition C20H26N2O2SiZr in a non-equilibrium geometry. The level of theory is ωB97M-V/def2-TZVPD.

Structure (XYZ):
```
52
Properties=species:S:1:pos:R:3:lowdin_charge:R:1
C 0.065 -1.126 2.138 -0.144
C 1.395 -1.093 1.620 -0.130
C 2.137 -0.111 2.336 -0.147
H 1.781 -1.747 0.831 0.136
C 1.287 0.416 3.371 -0.160
C -0.014 -0.182 3.224 -0.184
H -0.827 -0.120 3.953 0.141
H -0.722 -1.814 1.810 0.142
H 3.187 0.158 2.157 0.136
H 1.593 1.110 4.164 0.138
Zr 0.364 1.207 1.292 1.677
C 0.285 1.935 -1.496 -0.209
H 0.817 2.389 -0.628 -0.008
H -0.656 2.467 -1.651 0.042
H 0.905 2.004 -2.408 0.080
Si -0.222 0.066 -1.610 0.526
C -0.937 -1.186 -2.822 -0.345
C -1.047 -2.450 -2.218 -0.152
H -0.322 -2.745 -1.446 0.100
C -2.074 -3.328 -2.578 -0.064
H -2.170 -4.281 -2.069 0.108
C -2.956 -2.972 -3.611 -0.062
H -3.752 -3.666 -3.898 0.115
C -2.816 -1.727 -4.245 -0.060
H -3.509 -1.475 -5.045 0.111
C -1.805 -0.830 -3.855 -0.096
H -1.684 0.128 -4.368 0.107
C 1.642 -0.514 -1.709 -0.269
C 2.024 -1.692 -2.362 -0.070
H 1.348 -2.162 -3.078 0.108
C 3.277 -2.272 -2.106 -0.034
H 3.526 -3.222 -2.568 0.120
C 4.202 -1.622 -1.287 -0.054
H 5.178 -2.064 -1.089 0.119
C 3.888 -0.369 -0.748 -0.088
H 4.611 0.184 -0.151 0.112
C 2.649 0.209 -1.036 -0.166
H 2.527 1.271 -0.744 0.082
H -0.012 -0.175 0.005 -0.044
H -1.633 -0.150 -1.116 0.020
C -1.210 4.222 4.439 0.047
O -2.229 3.422 3.746 0.063
C -1.777 2.654 2.797 -0.493
O -0.562 2.734 2.391 -0.131
N -2.589 1.742 2.242 0.105
N -1.968 0.882 1.267 0.002
H -1.773 4.786 5.184 0.119
H -0.738 4.904 3.723 0.113
H -0.473 3.576 4.918 0.107
H -3.585 1.705 2.466 0.201
H -2.195 -0.088 1.509 0.124
H -2.431 1.011 0.360 0.109
```

Computed properties:
DFT total energy (Eh): -1373.574297
Multiplicity: 1
Energy above the lowest of the compared OMol25 structures with the same formula, charge and spin (kcal/mol): 0.00
E_HOMO (eV): -13.43
Orbital gap (eV): 5.678
LUMO energy (eV): -7.75
Charge: +2



(3)
This record from OMol25 describes an isolated molecule of C20H26N2O3. The level of theory is ωB97M-V/def2-TZVPD.

Structure (XYZ):
```
51
Properties=species:S:1:pos:R:3:lowdin_charge:R:1
C -0.507 -2.374 0.818 -0.052
C 0.862 -2.880 0.382 -0.228
O 1.335 -2.217 -0.786 -0.069
C 1.514 -0.858 -0.654 -0.219
C 0.805 -0.026 -1.509 0.012
C 0.899 1.348 -1.407 -0.055
C 1.689 1.927 -0.422 -0.243
C 1.653 3.407 -0.178 -0.129
C 0.557 3.711 0.863 -0.174
N -0.735 3.228 0.438 0.058
C -1.159 1.977 0.817 -0.549
O -0.690 1.382 1.761 0.077
N -2.203 1.517 0.047 0.147
C -2.915 0.325 0.228 -0.197
C -3.072 -0.230 1.493 -0.027
C -3.799 -1.395 1.656 -0.089
C -4.384 -2.008 0.563 -0.097
C -4.231 -1.452 -0.695 -0.058
C -3.500 -0.290 -0.886 -0.220
C -3.340 0.287 -2.264 -0.043
C 2.440 1.099 0.395 0.052
C 2.394 -0.283 0.275 -0.206
O 3.192 -1.025 1.115 -0.066
C 4.114 -1.896 0.474 -0.240
C 5.230 -1.127 -0.225 -0.060
H -1.218 -2.443 -0.003 0.080
H -0.445 -1.336 1.138 0.067
H -0.871 -2.972 1.648 0.083
H 0.814 -3.932 0.089 0.124
H 1.574 -2.770 1.208 0.114
H 0.162 -0.488 -2.243 0.118
H 0.340 1.974 -2.090 0.110
H 1.431 3.943 -1.104 0.112
H 2.609 3.760 0.208 0.115
H 0.493 4.788 1.044 0.117
H 0.784 3.196 1.798 0.123
H -1.067 3.597 -0.440 0.133
H -2.400 2.008 -0.811 0.124
H -2.610 0.250 2.338 0.109
H -3.912 -1.818 2.643 0.104
H -4.955 -2.916 0.686 0.099
H -4.685 -1.933 -1.550 0.107
H -3.765 -0.385 -3.005 0.079
H -3.855 1.247 -2.351 0.084
H -2.287 0.436 -2.502 0.068
H 3.084 1.517 1.154 0.135
H 4.521 -2.509 1.283 0.125
H 3.605 -2.547 -0.246 0.116
H 5.737 -0.476 0.483 0.078
H 4.819 -0.517 -1.027 0.076
H 5.949 -1.824 -0.645 0.075
```

Computed properties:
DFT total energy (Eh): -1112.968474
Multiplicity: 1
SMILES string: CCOc1ccc(CCNC(=O)Nc2ccccc2C)cc1OCC
Energy above the lowest of the compared OMol25 structures with the same formula, charge and spin (kcal/mol): 44.77
E_HOMO (eV): -8.25
Orbital gap (eV): 8.822
LUMO energy (eV): 0.57
Charge: 0



(4)
This record from OMol25 describes an isolated molecule of C20H26N2O5S2. The level of theory is ωB97M-V/def2-TZVPD.

Structure (XYZ):
```
55
Properties=species:S:1:pos:R:3:lowdin_charge:R:1
C -7.737 1.752 -0.487 -0.079
O -6.419 2.188 -0.724 -0.074
C -5.350 1.362 -0.528 -0.203
C -4.134 1.908 -0.932 -0.003
C -2.944 1.223 -0.805 -0.034
C -2.947 -0.055 -0.260 -0.215
N -1.726 -0.731 -0.144 0.141
C -1.461 -1.954 0.383 -0.437
O -2.295 -2.701 0.851 0.076
C 0.021 -2.322 0.341 -0.231
C 0.860 -1.335 1.159 -0.143
C 2.338 -1.707 1.098 -0.148
C 2.816 -1.742 -0.354 -0.343
C 4.320 -2.001 -0.441 -0.204
N 5.041 -0.919 0.208 -0.125
S 4.979 0.583 -0.528 0.599
O 4.489 0.484 -1.871 -0.295
O 6.240 1.214 -0.280 -0.281
C 3.758 1.430 0.436 -0.613
C 3.864 1.842 1.727 -0.141
C 2.700 2.501 2.178 -0.165
C 1.744 2.577 1.214 -0.379
S 2.249 1.852 -0.263 1.046
C 2.014 -2.790 -1.123 -0.148
C 0.533 -2.421 -1.100 -0.140
C -4.149 -0.616 0.152 0.053
C -5.350 0.070 0.032 -0.180
O -6.542 -0.467 0.445 -0.112
C -6.545 -1.765 0.988 -0.072
H -7.909 1.531 0.568 0.092
H -7.986 0.872 -1.084 0.095
H -8.369 2.586 -0.791 0.092
H -4.156 2.899 -1.356 0.121
H -2.021 1.678 -1.132 0.107
H -0.939 -0.210 -0.505 0.126
H 0.099 -3.312 0.804 0.154
H 0.737 -0.320 0.774 0.078
H 0.517 -1.340 2.195 0.129
H 2.488 -2.691 1.547 0.127
H 2.928 -0.985 1.665 0.104
H 2.635 -0.770 -0.821 0.089
H 4.575 -2.932 0.071 0.134
H 4.609 -2.080 -1.496 0.121
H 6.003 -1.135 0.417 0.109
H 4.746 1.677 2.317 0.122
H 2.584 2.898 3.169 0.106
H 0.772 3.023 1.283 0.069
H 2.159 -3.772 -0.668 0.126
H 2.362 -2.841 -2.156 0.122
H 0.404 -1.468 -1.618 0.118
H -0.048 -3.173 -1.638 0.126
H -4.123 -1.604 0.575 0.089
H -7.586 -1.973 1.230 0.095
H -6.185 -2.505 0.267 0.101
H -5.942 -1.823 1.899 0.100
```

Computed properties:
DFT total energy (Eh): -2059.784465
Multiplicity: 1
SMILES string: COc1ccc(NC(=O)[C@H]2CC[C@H](CNS(=O)(=O)c3cccs3)CC2)cc1OC
Energy above the lowest of the compared OMol25 structures with the same formula, charge and spin (kcal/mol): 3.02
E_HOMO (eV): -7.64
Orbital gap (eV): 7.951
LUMO energy (eV): 0.31
Charge: 0



Which formula does entry 4 have? C20H26N2O5S2



Among the records above, which one has the lowest energy above the lowest of the compared OMol25 structures with the same formula, charge and spin? C20H26N2O2SiZr



Among the records above, which one has the highest DFT total energy? C20H26N2O2



Repeat the first record exactly.
This record from OMol25 describes an isolated molecule of C20H26N2O2. The level of theory is ωB97M-V/def2-TZVPD.

Structure (XYZ):
```
50
Properties=species:S:1:pos:R:3:lowdin_charge:R:1
C 2.133 4.482 -0.016 -0.056
C 2.477 3.023 -0.020 -0.290
C 2.969 2.405 -1.164 -0.044
C 3.297 1.066 -1.163 -0.009
C 3.145 0.301 -0.007 -0.274
O 3.512 -1.015 -0.118 -0.053
C 3.116 -1.926 0.878 -0.148
C 1.591 -2.160 0.884 -0.352
O 1.226 -3.022 1.936 -0.019
C 1.122 -2.660 -0.503 -0.128
N -0.165 -2.185 -0.954 -0.164
C -0.196 -0.779 -1.306 -0.157
C -1.516 -0.474 -2.026 -0.140
N -2.643 -0.788 -1.174 -0.100
C -3.139 0.175 -0.305 -0.229
C -3.350 1.481 -0.765 -0.032
C -3.901 2.448 0.049 -0.097
C -4.274 2.149 1.349 -0.113
C -4.087 0.861 1.815 -0.096
C -3.528 -0.112 1.008 -0.034
C -2.580 -2.179 -0.785 -0.150
C -1.268 -2.518 -0.069 -0.161
C 2.665 0.911 1.145 -0.021
C 2.337 2.256 1.127 -0.039
H 2.993 5.068 0.311 0.082
H 1.856 4.818 -1.012 0.074
H 1.311 4.684 0.666 0.076
H 3.092 2.980 -2.070 0.112
H 3.678 0.585 -2.050 0.118
H 3.447 -1.612 1.876 0.129
H 3.629 -2.860 0.623 0.139
H 1.093 -1.213 1.112 0.130
H 1.599 -3.895 1.771 0.097
H 1.082 -3.756 -0.485 0.131
H 1.860 -2.356 -1.250 0.125
H 0.646 -0.564 -1.967 0.124
H -0.120 -0.115 -0.425 0.130
H -1.531 0.573 -2.320 0.107
H -1.584 -1.096 -2.924 0.127
H -3.100 1.739 -1.783 0.102
H -4.050 3.445 -0.340 0.100
H -4.706 2.907 1.985 0.095
H -4.372 0.605 2.826 0.101
H -3.388 -1.099 1.421 0.095
H -3.441 -2.437 -0.170 0.116
H -2.629 -2.770 -1.707 0.125
H -1.228 -3.588 0.147 0.127
H -1.212 -1.970 0.885 0.121
H 2.545 0.358 2.063 0.111
H 1.962 2.714 2.031 0.114
```

Computed properties:
DFT total energy (Eh): -1037.676152
Multiplicity: 1
SMILES string: Cc1ccc(OC[C@H](O)CN2CCN(c3ccccc3)CC2)cc1
Energy above the lowest of the compared OMol25 structures with the same formula, charge and spin (kcal/mol): 51.11
E_HOMO (eV): -7.46
Orbital gap (eV): 8.180
LUMO energy (eV): 0.72
Charge: 0